Entry one
Here is a 2-piece molecular cluster, C5H8F2O overall from OMol25. Energies are from ωB97M-V with the def2-TZVPD basis set.

```
16
Properties=species:S:1:pos:R:3:nbo_charge:R:1
C -1.18242 -0.16763 0.89718 -0.4879
C -0.06249 0.07207 0.20234 0.0392
C -2.75524 -2.06391 0.39410 0.6757
C 1.29303 -0.18696 0.77413 -0.6668
C -0.07065 0.64150 -1.18827 -0.1110
O -1.29087 0.58594 -1.86866 -0.6972
F -2.00269 -3.05152 0.82378 -0.3422
F -2.74513 -2.20200 -0.93404 -0.3609
H -1.16370 -0.66580 1.82104 0.1960
H -2.16227 0.36061 0.70534 0.2394
H 1.39329 -1.23468 0.59237 0.2322
H 1.09473 0.05517 1.82791 0.2330
H 1.95657 0.50048 0.24627 0.2205
H 0.74555 0.15306 -1.63600 0.1636
H 0.03055 1.71532 -1.18385 0.2004
H -1.43269 -0.33305 -2.11807 0.4661
```

Properties
E_HOMO (Eh): -0.3342
Total charge: 0
Multiplicity: 1
Molar mass (g mol⁻¹): 122.11

---

Entry two
Here is one molecule with the formula C5H8F2O from OMol25. Energies are from ωB97M-V with the def2-TZVPD basis set.

```
16
Properties=species:S:1:pos:R:3:nbo_charge:R:1
C 1.64406 0.26912 -0.31604 -0.6267
C 0.50627 0.07737 0.68349 -0.2842
C -0.85736 0.76817 0.37644 0.0809
O -0.89816 1.93827 -0.34050 -0.6807
C -1.29871 -0.51887 -0.30800 0.1407
F -2.59956 -0.93126 -0.14817 -0.3416
C -0.20551 -1.24303 0.40037 0.1731
F 0.43589 -2.14948 -0.38548 -0.3478
H 1.25008 0.25354 -1.31703 0.1974
H 2.21688 1.23899 -0.21818 0.2233
H 2.45064 -0.47983 -0.27754 0.2387
H 0.73242 0.22617 1.72389 0.2220
H -1.39992 1.00345 1.34339 0.1961
H -0.34187 1.78273 -1.12872 0.4621
H -1.04232 -0.46048 -1.36345 0.1664
H -0.59283 -1.77488 1.27552 0.1802
```

Properties
E_HOMO (Eh): -0.3794
Total charge: 0
SMILES string: C[C@H]1[C@@H](O)[C@H](F)[C@H]1F
Multiplicity: 1
Molar mass (g mol⁻¹): 122.11

---

Most favorable structure: entry two. The second most favorable one is 287.6 kJ/mol above it.

---

Entry one
Here is a 2-piece molecular cluster, C6H10N4 overall from OMol25. Energies are from ωB97M-V with the def2-TZVPD basis set.

```
20
Properties=species:S:1:pos:R:3:nbo_charge:R:1
C 2.20522 0.65308 -1.02431 0.1540
C 1.89619 0.50970 1.09802 0.1663
C -1.52108 1.68504 0.30208 -0.4819
C -1.62603 0.97526 -1.10786 -0.4537
C -1.90849 0.30405 0.19252 -0.1230
C -0.01782 -2.46328 0.40102 -0.4812
N 2.54890 1.19022 0.15719 -0.4749
N 1.39852 -0.36713 -0.86982 -0.3229
N 1.17609 -0.48072 0.46276 -0.0386
N 0.33276 -1.30797 1.02898 -0.1199
H 2.59388 0.99083 -1.96981 0.2079
H 2.14824 0.52759 2.14425 0.2250
H -0.53318 1.80324 0.66334 0.2186
H -2.27607 2.53157 0.57534 0.2163
H -2.57866 1.20126 -1.72134 0.2112
H -0.85692 0.81665 -1.77635 0.2322
H -2.62839 -0.12162 0.90447 0.2128
H 0.11304 -2.35388 -0.65789 0.2120
H 0.54101 -3.31383 0.68716 0.2177
H -1.00719 -2.78007 0.51025 0.2220
```

Properties
E_HOMO (spin up / spin down) (Eh): -0.2959 / -0.3165
Total charge: 0
Multiplicity: 1
Molar mass (g mol⁻¹): 138.17

---

Entry two
Here is one molecule with the formula C6H10N4 from OMol25. Energies are from ωB97M-V with the def2-TZVPD basis set.

```
20
Properties=species:S:1:pos:R:3:nbo_charge:R:1
C -3.01812 0.92096 -1.29588 0.2124
C -3.58912 -0.37241 -0.89110 -0.2316
C -0.87701 -0.41914 0.13149 0.0518
C 1.08867 1.05805 0.11756 -0.6209
C 1.30499 -1.25222 1.09689 -0.5997
C 0.60999 -0.39064 0.08191 -0.2876
N -2.63232 2.01022 -1.38453 -0.3234
N -3.67480 -0.77466 0.37297 -0.1568
N -2.93195 -0.46705 1.36050 -0.1791
N -1.67421 -0.18630 1.16683 -0.2563
H -4.32769 -0.81350 -1.55406 0.2254
H -1.29960 -0.66775 -0.74185 0.2069
H 1.52845 1.45835 -0.87466 0.2431
H 2.05311 1.19289 0.70902 0.2123
H 0.36495 1.63026 0.76347 0.2203
H 1.34702 -0.82173 2.11100 0.2009
H 2.34358 -1.41467 0.73127 0.2219
H 0.80842 -2.15217 1.28051 0.2150
H 0.91510 -0.81916 -0.95628 0.2217
H -1.27642 0.11884 2.14086 0.4236
```

Properties
E_HOMO (spin up / spin down) (Eh): -0.2863 / -0.2863
Total charge: 0
Multiplicity: 1
Molar mass (g mol⁻¹): 138.17

---

Most favorable structure: entry two. The second most favorable one is 148.7 kJ/mol above it.

---

Entry one
Here is a 2-piece molecular cluster, C4H9NO overall from OMol25. Energies are from ωB97M-V with the def2-TZVPD basis set.

```
15
Properties=species:S:1:pos:R:3:nbo_charge:R:1
C 0.53755 2.62553 -1.77328 -0.4454
C 0.69110 0.15726 -1.77406 -0.3650
N 0.05316 1.26005 -1.90979 -0.5707
H 1.21655 2.74533 -2.60047 0.1657
H 0.85728 3.03609 -0.76327 0.1369
H -0.47689 3.22174 -1.86263 0.1683
H 0.22201 -0.73149 -1.81813 0.1255
H 1.71815 0.00263 -1.47605 0.0771
O -0.32881 -0.42370 3.03029 -0.6191
C -0.06504 -1.20951 2.12491 0.2696
C -1.07353 -2.29300 1.79781 -0.7183
H 0.74284 -0.78016 1.57228 0.1254
H -0.55225 -3.14794 2.07027 0.2091
H -1.58148 -2.15079 0.91810 0.2329
H -1.96063 -2.31204 2.46401 0.2083
```

Properties
E_HOMO (spin up / spin down) (Eh): 0.0375 / -0.1324
Total charge: -1
Multiplicity: 2
Molar mass (g mol⁻¹): 87.12

---

Entry two
Here is a 2-piece molecular cluster, C4H9NO overall from OMol25. Energies are from ωB97M-V with the def2-TZVPD basis set.

```
15
Properties=species:S:1:pos:R:3:nbo_charge:R:1
C 1.07187 -0.01559 1.38326 -0.4506
C 2.48858 -1.16470 -0.00501 -0.4872
N 1.19013 -0.93978 0.29836 -0.6630
H 0.04317 -0.02921 1.73745 0.1593
H 1.39297 1.00265 1.10166 0.1106
H 1.70234 -0.37300 2.21765 0.1290
H 2.78730 -1.40347 -1.02733 0.1270
H 3.28871 -1.06311 0.73096 0.0933
C -2.86296 0.17558 -0.63326 -0.5077
C -1.85227 0.95835 -0.95140 0.1552
O -0.97571 0.59539 -1.93173 -0.7135
H -3.54071 0.44990 0.17553 0.1857
H -3.03081 -0.78981 -1.07495 0.2013
H -1.63521 1.86996 -0.40547 0.1553
H -0.06741 0.72685 -1.61573 0.5056
```

Properties
E_HOMO (spin up / spin down) (Eh): 0.0138 / -0.1069
Total charge: -1
Multiplicity: 2
Molar mass (g mol⁻¹): 87.12

---

Most favorable structure: entry two. The second most favorable one is 116.5 kJ/mol above it.

---

Entry one
Here is C6H7MgO6Rb as an isolated structure from OMol25. Energies are from ωB97M-V with the def2-TZVPD basis set.

```
21
Properties=species:S:1:pos:R:3:nbo_charge:R:1
Mg -0.86165 5.33698 -2.63172 0.9577
O -0.36742 4.01266 -1.18293 -0.9826
O -1.05658 4.72885 0.96005 -0.5181
C -1.33684 6.12515 0.98259 -0.1036
C -2.53328 6.23228 0.05051 -0.1027
O -2.26522 5.19792 -0.90500 -0.6266
C -1.34526 4.24478 -0.30764 0.7386
H -1.55549 6.41937 2.01382 0.2184
H -0.47401 6.69492 0.60603 0.1840
H -2.59869 7.19061 -0.47514 0.2091
H -3.48095 6.01984 0.56374 0.1952
Rb 3.63048 -4.44235 0.69475 0.9996
O 1.17446 -0.49282 -0.90024 -0.6731
O -0.65792 0.76341 -0.51908 -0.4395
C -1.10655 1.69914 0.23775 0.5023
C -1.85061 2.81693 -0.32022 -0.5235
O 0.32143 -0.49949 1.15435 -0.7180
C 0.41628 -0.12985 -0.01112 0.9294
H -1.22564 1.39422 1.28832 0.2133
H -2.24700 2.52766 -1.30688 0.2841
H -2.42531 2.66057 0.75777 0.2560
```

Properties
E_HOMO (spin up / spin down) (Eh): -0.3236 / -0.4195
Total charge: +1
Multiplicity: 2
Molar mass (g mol⁻¹): 284.89

---

Entry two
Here is C6H7MgO6Rb as an isolated structure from OMol25. Energies are from ωB97M-V with the def2-TZVPD basis set.

```
21
Properties=species:S:1:pos:R:3:nbo_charge:R:1
Rb 1.67180 0.87655 -0.09641 0.9850
O -0.51569 0.17341 -1.54784 -0.6790
O -0.77598 -2.00234 -1.98501 -0.5125
C 0.63100 -2.32610 -1.85818 -0.1027
C 0.97334 -2.66385 -0.41851 -0.0833
O 0.71838 -1.60590 0.45144 -1.1211
C -1.21660 -0.80690 -1.72383 0.8572
H 0.78805 -3.18951 -2.51313 0.2243
H 1.20965 -1.47611 -2.24286 0.1840
H 2.04352 -2.93927 -0.40378 0.1747
H 0.42058 -3.57761 -0.13800 0.1597
Mg -0.55684 -1.29530 1.80065 1.8382
O -0.46371 0.72850 1.57424 -0.9292
O -2.31298 -0.30825 1.07359 -0.7190
C -3.35798 -0.41563 0.17780 0.1707
C -3.09458 -0.92196 -1.13363 -0.5387
O -2.27389 1.98388 1.05449 -0.5778
C -1.68099 0.96937 1.29021 0.9681
H -4.21798 0.20330 0.42562 0.2031
H -3.42716 -1.95358 -1.29972 0.2432
H -3.54169 -0.30329 -1.91952 0.2548
```

Properties
E_HOMO (spin up / spin down) (Eh): -0.4214 / -0.4882
Total charge: +1
Multiplicity: 2
Molar mass (g mol⁻¹): 284.89

---

Most favorable structure: entry two. The second most favorable one is 280.9 kJ/mol above it.